Entry 1:
Molecular formula: ClH10O5
Method: DFT, ωB97M-V/def2-TZVPD

Atoms and positions in Å:
Cl (0.2611, -0.0161, -0.5474)
O (-2.9257, 0.9105, 0.0773)
H (-2.5622, 1.1949, 0.9189)
H (-2.1743, 0.4753, -0.3550)
O (1.9218, 2.4981, 0.6352)
H (1.4472, 3.1245, 0.0831)
H (1.5317, 1.6384, 0.3871)
O (2.2142, -1.7453, 1.4132)
H (1.7031, -2.3932, 1.9063)
H (1.5553, -1.3132, 0.8394)
O (-1.3065, -1.5749, 1.8991)
H (-0.8533, -1.2711, 1.0931)
H (-1.2927, -0.8059, 2.4740)
O (0.4936, -0.1303, -3.7904)
H (-0.2928, -0.5066, -4.1940)
H (0.2794, -0.0852, -2.8398)

Highest occupied orbital energy ... -6.21 eV
HOMO-LUMO gap ... 9.95 eV
Energy above the lowest of the compared OMol25 structures with the same formula, charge and spin ... 0.24 kJ/mol
Net charge ... -1



Entry 2:
Molecular formula: C4HLiO4Tl
Method: DFT, ωB97M-V/def2-TZVPD

Atoms and positions in Å:
O (-1.8441, 2.6287, -1.8184)
C (-2.8457, 3.0733, -1.5394)
C (0.0248, 0.0999, -0.5995)
C (-0.8258, -0.1593, 0.4075)
H (-1.8421, 0.1471, 0.6311)
Li (-0.0608, 1.4835, -2.1041)
O (-0.2676, -1.1183, 1.2744)
C (0.9939, -1.2187, 0.9395)
O (1.7984, -1.9449, 1.5284)
O (1.2394, -0.5414, -0.1490)
Tl (3.6297, -2.4498, 1.4294)

Highest occupied orbital energy (spin up / spin down) ... -17.72 / -17.69 eV
HOMO-LUMO gap (spin up / spin down) ... 9.66 / 5.04 eV
Net charge ... +2
Multiplicity ... 2



Entry 3:
Molecular formula: C23H32N4O2
Method: DFT, ωB97M-V/def2-TZVPD

Atoms and positions in Å:
C (-4.9536, -2.7097, -0.6167)
C (-4.4826, -1.3193, -1.0330)
O (-4.1154, -0.5165, 0.0707)
C (-2.9365, -0.7315, 0.7105)
C (-2.7366, 0.0294, 1.8647)
C (-1.5643, -0.0860, 2.5813)
C (-0.5720, -0.9598, 2.1647)
C (-0.7604, -1.7307, 1.0240)
C (0.3217, -2.6792, 0.5840)
N (1.4194, -1.9758, -0.0673)
C (2.6294, -2.7877, -0.0488)
C (3.7010, -2.2440, -0.9986)
C (3.4774, -0.7509, -1.2540)
N (3.6164, -0.0329, -0.0019)
N (4.8263, -0.0854, 0.5520)
C (4.7629, 0.5928, 1.6797)
C (3.4795, 1.1054, 1.8748)
C (2.7637, 0.6827, 0.7710)
N (1.4146, 0.9323, 0.4893)
C (0.9962, 1.9871, -0.2565)
O (1.7607, 2.7305, -0.8331)
C (-0.5187, 2.1467, -0.2727)
C (-0.9351, 3.0226, 0.9302)
C (-1.1750, 4.4048, 0.3303)
C (-1.8300, 4.0785, -1.0067)
C (-0.9879, 2.9115, -1.5227)
C (2.1391, -0.5813, -1.9678)
C (1.0799, -1.5483, -1.4122)
C (-1.9394, -1.6119, 0.2997)
H (-5.2749, -3.2655, -1.4932)
H (-5.7894, -2.6228, 0.0729)
H (-4.1571, -3.2596, -0.1210)
H (-5.3069, -0.7733, -1.4998)
H (-3.6611, -1.3840, -1.7576)
H (-3.5241, 0.6966, 2.1774)
H (-1.4229, 0.5038, 3.4742)
H (0.3368, -1.0681, 2.7381)
H (-0.1002, -3.4603, -0.0743)
H (0.7317, -3.1726, 1.4696)
H (2.4097, -3.8365, -0.3169)
H (3.0037, -2.7764, 0.9795)
H (3.6602, -2.7600, -1.9588)
H (4.6888, -2.3965, -0.5662)
H (4.2827, -0.3751, -1.8972)
H (5.6295, 0.6917, 2.3028)
H (3.1170, 1.7031, 2.6857)
H (0.7364, 0.3108, 0.9129)
H (-0.9815, 1.1597, -0.2010)
H (-0.1744, 3.0317, 1.7108)
H (-1.8605, 2.6354, 1.3582)
H (-1.7939, 5.0348, 0.9679)
H (-0.2206, 4.9036, 0.1591)
H (-1.8317, 4.9224, -1.6945)
H (-2.8618, 3.7597, -0.8454)
H (-1.5412, 2.2715, -2.2091)
H (-0.1063, 3.2960, -2.0394)
H (1.8121, 0.4526, -1.9049)
H (2.2977, -0.8018, -3.0248)
H (0.9799, -2.4213, -2.0840)
H (0.1093, -1.0492, -1.3756)
H (-2.0672, -2.2241, -0.5802)

Highest occupied orbital energy ... -8.58 eV
HOMO-LUMO gap ... 9.22 eV
Energy above the lowest of the compared OMol25 structures with the same formula, charge and spin ... 227.33 kJ/mol
SMILES ... CCOc1cccc(CN2CCC(n3nccc3NC(=O)C3CCCC3)CC2)c1



Entry 4:
Molecular formula: ClFN2O2
Method: DFT, ωB97M-V/def2-TZVPD

Atoms and positions in Å:
N (1.1480, -0.0536, -0.0582)
N (-1.6999, 0.1982, 0.6638)
O (1.2062, -1.0870, 0.4410)
O (1.8386, 0.6364, -0.7181)
F (-1.7115, -0.9747, -0.0826)
Cl (-0.7815, 1.2808, -0.2458)

Highest occupied orbital energy (spin up / spin down) ... -9.71 / -10.67 eV
HOMO-LUMO gap (spin up / spin down) ... 8.16 / 9.40 eV
Energy above the lowest of the compared OMol25 structures with the same formula, charge and spin ... 110.72 kJ/mol



Entry 5:
Molecular formula: C8H16LiN2O3Se2Te2
Method: DFT, ωB97M-V/def2-TZVPD

Atoms and positions in Å:
Li (10.3534, -9.7864, -1.6040)
C (12.1374, -11.0166, 2.0243)
N (11.0954, -9.9531, 2.0140)
C (10.6328, -9.4591, 3.3134)
C (10.8349, -9.4619, 0.8217)
O (11.5049, -9.8422, -0.1980)
C (9.7950, -8.3560, 0.6805)
O (9.1977, -8.5214, -0.5928)
C (8.9804, -7.4038, -1.4713)
C (9.9066, -7.4221, -2.6594)
O (10.5946, -8.4678, -2.8986)
N (10.0519, -6.3408, -3.3894)
C (9.0706, -5.2158, -3.4380)
C (11.0627, -6.3952, -4.4689)
H (13.1176, -10.5560, 2.2556)
H (12.1900, -11.4553, 1.0169)
H (11.9178, -11.8032, 2.8008)
H (11.3099, -9.9086, 4.0697)
H (9.6040, -9.7985, 3.5645)
H (10.6576, -8.3556, 3.3319)
H (10.2457, -7.3568, 0.7711)
H (8.9977, -8.4556, 1.4651)
H (8.9910, -6.4029, -1.0059)
H (7.9387, -7.5551, -1.8292)
H (8.2808, -5.3039, -2.6654)
H (8.5209, -5.3090, -4.3965)
H (9.5624, -4.2317, -3.4137)
H (12.0622, -6.6156, -4.0234)
H (11.0477, -5.5021, -5.0722)
H (10.8014, -7.2963, -5.0591)
Se (8.0461, -8.5907, -4.6715)
Te (10.0724, -9.6895, -4.7703)
Te (12.7152, -11.2521, -3.4591)
Se (11.6029, -12.7569, -1.8970)

Highest occupied orbital energy (spin up / spin down) ... -2.26 / -2.03 eV
HOMO-LUMO gap (spin up / spin down) ... 4.09 / 3.86 eV
Energy above the lowest of the compared OMol25 structures with the same formula, charge and spin ... 118.31 kJ/mol
Net charge ... -1



Entry 6:
Molecular formula: C19H60N6O11
Method: DFT, ωB97M-V/def2-TZVPD

Atoms and positions in Å:
N (2.7127, -1.6187, -4.6911)
C (2.6461, -0.6972, -3.7413)
N (2.7848, -1.2636, -2.6287)
O (2.3039, 0.5468, -3.9811)
H (2.3935, -1.4217, -5.6169)
H (3.0439, -2.6066, -4.4960)
H (2.9791, -0.7640, -1.8159)
H (3.0841, -2.2453, -2.5429)
N (2.7563, -0.3001, 1.7404)
C (3.4503, -0.4494, 0.6011)
N (3.7803, 0.6996, 0.0365)
O (3.7396, -1.6570, 0.1254)
H (2.7742, -1.1173, 2.3602)
H (2.6703, 0.5770, 2.1952)
H (4.4209, 0.7512, -0.8204)
H (3.4537, 1.5252, 0.4952)
N (-2.3601, 0.2058, 0.9012)
C (-2.7622, -0.5523, 1.8945)
N (-4.0071, -0.3276, 2.1554)
O (-1.9565, -1.4481, 2.5085)
H (-1.3262, 0.1042, 0.8198)
H (-3.0441, 0.6013, 0.1951)
H (-4.4665, -0.9862, 2.8200)
H (-4.5750, 0.4716, 1.8858)
C (-0.8563, 2.8471, -1.0910)
C (0.2178, 3.7987, -1.3720)
C (1.4456, 3.1796, -1.8369)
O (-0.2248, 4.7363, -2.1323)
H (-1.7371, 3.3413, -0.7966)
H (-0.7080, 2.2783, -0.2177)
H (-1.1757, 2.0730, -1.8267)
H (0.3334, 4.3105, -0.4636)
H (1.7089, 2.3722, -1.1356)
H (2.2781, 3.8595, -1.9937)
H (1.1740, 2.6585, -2.7200)
H (-0.4692, 4.3511, -2.9865)
C (-2.8017, 2.9398, 4.0285)
C (-1.4990, 2.6456, 3.2753)
C (-0.9581, 1.3577, 3.9338)
O (-1.5942, 2.5195, 1.9898)
H (-3.4951, 2.1122, 3.8567)
H (-3.2270, 3.8238, 3.6753)
H (-2.7324, 2.8400, 5.1236)
H (-0.8987, 3.5414, 3.5453)
H (-0.1066, 0.9492, 3.4557)
H (-1.6595, 0.4914, 4.0383)
H (-0.6132, 1.5196, 4.9471)
H (-1.8481, 1.6118, 1.7074)
C (-2.7497, -1.3137, -3.4525)
C (-2.2132, 0.1291, -3.4192)
C (-0.7491, 0.2094, -3.9370)
O (-2.9870, 0.9701, -4.0165)
H (-2.1926, -1.7736, -4.2815)
H (-3.7746, -1.3717, -3.8302)
H (-2.4319, -1.9246, -2.6749)
H (-2.1690, 0.3480, -2.3336)
H (-0.1599, -0.5656, -3.5367)
H (-0.3256, 1.1040, -3.5533)
H (-0.7077, 0.1305, -5.0185)
H (-3.8167, 0.9520, -3.5551)
C (0.6827, -1.8259, 4.1113)
C (1.6579, -2.8716, 3.5590)
C (0.9746, -3.3360, 2.2003)
O (2.8147, -2.5822, 3.0849)
H (0.7924, -0.9365, 3.5515)
H (1.1794, -1.7394, 5.0657)
H (-0.2897, -2.2542, 4.2046)
H (1.6788, -3.6934, 4.2635)
H (0.8232, -2.5004, 1.5689)
H (0.1328, -3.9035, 2.3175)
H (1.7984, -3.8946, 1.7032)
H (3.5072, -3.2038, 3.5178)
C (0.0311, -3.3188, -3.3376)
O (0.2975, -2.4209, -2.2947)
H (0.4844, -2.8329, -4.2125)
H (-1.0640, -3.2601, -3.4704)
H (0.4244, -4.3612, -3.3383)
H (1.1572, -1.9137, -2.4502)
C (0.4124, -0.2999, -0.3034)
O (0.3484, 0.2328, 1.0425)
H (1.0672, -1.1158, -0.3357)
H (0.9080, 0.4424, -0.9274)
H (-0.5380, -0.4624, -0.8224)
H (1.1919, 0.0495, 1.4776)
C (-2.4416, -2.8615, -0.1587)
O (-1.4711, -3.7276, -0.5591)
H (-2.2771, -1.8652, -0.5050)
H (-2.3589, -2.9733, 0.9620)
H (-3.4454, -3.2239, -0.4117)
H (-0.8549, -3.2793, -1.1818)
C (1.7563, 2.9626, 1.8592)
O (2.9607, 3.2022, 1.2745)
H (1.6816, 2.1225, 2.5898)
H (1.0055, 2.8800, 1.1432)
H (1.4697, 3.8609, 2.3992)
H (2.7299, 3.8255, 0.6176)

Highest occupied orbital energy ... -8.76 eV
HOMO-LUMO gap ... 9.12 eV
Energy above the lowest of the compared OMol25 structures with the same formula, charge and spin ... 645.20 kJ/mol
SMILES ... NC(N)=O.NC(N)=O.NC(N)=O.CC(C)O.CC(C)O.CC(C)O.CC(C)O.CO.CO.CO.CO



| no. | F_max (eV/A) |
| --- | --- |
| 1 | 0.3 |
| 2 | 10.2 |
| 3 | 0.8 |
| 4 | 3.0 |
| 5 | 4.5 |
| 6 | 9.2 |